(1)
C38H42BF2GeOPtS3Si | ωB97M-V/def2-TZVPD

```
90
C38H42BF2GeOPtS3Si, DFT ωB97M-V/def2-TZVPD
Pt -0.950 0.821 -0.445
C -2.874 -5.135 -0.163
C -2.336 -3.720 -0.200
S -3.356 -2.439 -0.029
C -0.923 -3.551 -0.366
C 0.005 -4.737 -0.417
S -0.348 -1.984 -0.436
H -3.958 -5.105 -0.108
H -2.500 -5.676 0.708
H -2.582 -5.700 -1.049
H -0.518 -5.677 -0.288
H 0.764 -4.654 0.364
H 0.528 -4.788 -1.371
C -0.742 -0.462 5.086
C 0.309 -0.480 3.990
S -0.298 0.339 2.493
O 0.673 -0.102 1.414
C 0.079 2.066 2.854
C 1.548 2.383 3.041
H -0.432 -1.105 5.908
H -1.701 -0.823 4.716
H -0.891 0.539 5.486
H 0.521 -1.494 3.649
H 1.244 -0.020 4.308
H -0.537 2.327 3.715
H -0.322 2.586 1.980
H 1.936 2.046 4.003
H 1.691 3.461 2.984
H 2.133 1.933 2.241
F -0.351 2.859 -2.394
B -0.355 2.557 -1.080
F 0.070 3.544 -0.273
C 4.403 -3.650 2.655
C 4.424 -3.967 1.309
C 3.791 -3.144 0.389
C 3.123 -1.993 0.800
C 3.108 -1.690 2.160
C 3.747 -2.503 3.079
Ge 2.279 -0.868 -0.550
C 2.688 -1.622 -2.312
C 3.582 -0.975 -3.162
C 3.923 -1.529 -4.387
C 3.369 -2.734 -4.787
C 2.476 -3.389 -3.953
C 2.139 -2.827 -2.734
C 2.990 0.935 -0.548
C 3.862 1.364 0.450
C 4.371 2.653 0.427
C 4.002 3.531 -0.579
C 3.130 3.117 -1.574
C 2.630 1.827 -1.556
H 4.897 -4.291 3.373
H 4.939 -4.855 0.968
H 3.834 -3.404 -0.662
H 2.589 -0.806 2.495
H 3.736 -2.243 4.130
H 4.039 -0.039 -2.868
H 4.625 -1.016 -5.029
H 3.627 -3.158 -5.748
H 2.038 -4.331 -4.256
H 1.434 -3.326 -2.092
H 4.168 0.684 1.235
H 5.056 2.973 1.202
H 4.392 4.540 -0.587
H 2.833 3.798 -2.360
H 1.960 1.512 -2.348
C -3.355 6.216 -0.183
C -3.423 5.579 1.045
C -3.357 4.195 1.111
C -3.216 3.417 -0.033
C -3.154 4.080 -1.261
C -3.224 5.459 -1.340
Si -3.080 1.532 0.072
C -4.378 0.858 -1.103
C -4.056 0.407 -2.380
C -5.039 -0.072 -3.234
C -6.360 -0.114 -2.817
C -6.699 0.333 -1.550
C -5.714 0.810 -0.700
H -3.403 7.294 -0.241
H -3.535 6.159 1.952
H -3.423 3.714 2.079
H -3.046 3.505 -2.175
H -3.172 5.949 -2.303
H -3.459 1.328 1.502
H -3.022 0.428 -2.703
H -4.771 -0.419 -4.224
H -7.125 -0.504 -3.477
H -7.731 0.308 -1.224
H -5.992 1.155 0.288
```

**Electronic energy**: -148393.5546 eV
**Relative energy (zero: lowest compared OMol25 entry of this formula, charge and spin)**: 99.43 kcal per mole
**Spin multiplicity**: 2
**Gap between HOMO and LUMO (alpha / beta)**: 5.369 / 5.923 eV
**HOMO energy (alpha / beta)**: -6.7 / -7.2 eV

---

(2)
C38H42Br2N5O3PtS | ωB97M-V/def2-TZVPD

```
92
C38H42Br2N5O3PtS, DFT ωB97M-V/def2-TZVPD
Pt 0.931 0.825 -0.699
O -1.130 -1.859 -0.187
C -0.666 -2.572 0.896
C 1.055 -1.994 1.085
O 1.531 -2.285 2.130
O 1.368 -1.437 0.055
C -0.453 -4.010 0.572
C 0.330 -4.853 1.368
C 0.442 -6.194 1.058
C -0.228 -6.720 -0.042
C -1.026 -5.893 -0.823
C -1.134 -4.550 -0.530
C -1.439 -2.340 2.149
C -2.804 -2.050 1.980
C -3.647 -1.962 3.069
C -3.148 -2.130 4.354
C -1.797 -2.400 4.534
C -0.952 -2.516 3.445
H -1.656 -1.102 0.109
H 0.868 -4.459 2.215
H 1.051 -6.835 1.674
H -0.134 -7.767 -0.283
H -1.583 -6.303 -1.652
H -1.791 -3.916 -1.106
H -3.226 -1.984 0.987
H -4.702 -1.798 2.914
H -3.810 -2.069 5.203
H -1.410 -2.538 5.531
H 0.092 -2.724 3.612
Br 7.327 2.537 0.971
C 5.619 1.940 0.424
C 5.062 0.767 0.940
C 3.798 0.402 0.527
N 3.086 1.117 -0.342
C 3.621 2.230 -0.880
C 4.882 2.674 -0.504
C 2.785 2.944 -1.853
C 3.334 3.643 -2.921
C 2.483 4.270 -3.829
Br 3.170 5.171 -5.340
C 1.105 4.217 -3.593
C 0.643 3.497 -2.512
N 1.451 2.845 -1.672
H 5.604 0.150 1.638
H 3.334 -0.496 0.911
H 5.289 3.585 -0.910
H 4.403 3.679 -3.055
H 0.410 4.726 -4.242
H -0.416 3.441 -2.305
C 0.899 -2.804 -2.533
N 1.053 -2.232 -3.880
C 0.147 -2.904 -4.829
C 0.929 -0.737 -3.862
C -0.414 -0.213 -3.397
C -1.507 -0.265 -4.267
C -2.745 0.217 -3.887
C -2.912 0.771 -2.631
C -1.823 0.876 -1.775
C -0.573 0.386 -2.146
H 0.925 -3.890 -2.580
H -0.050 -2.481 -2.106
H 1.698 -2.460 -1.880
H 2.009 -2.432 -4.194
H -0.882 -2.820 -4.486
H 0.406 -3.959 -4.892
H 0.239 -2.473 -5.824
H 1.133 -0.378 -4.875
H 1.705 -0.360 -3.182
H -1.391 -0.663 -5.265
H -3.576 0.176 -4.574
H -3.874 1.147 -2.317
H -1.977 1.355 -0.813
C -3.599 2.366 4.515
C -2.199 2.942 4.352
N -1.415 2.020 3.536
C -0.580 2.222 2.536
S -0.261 0.807 1.568
N 0.046 3.339 2.212
C 0.146 4.608 2.923
C -0.744 5.677 2.302
H -4.247 3.097 4.993
H -3.582 1.472 5.135
H -4.031 2.124 3.546
H -1.723 3.056 5.330
H -2.247 3.912 3.861
H -1.684 1.053 3.681
H 0.572 3.301 1.345
H 1.188 4.932 2.861
H -0.091 4.454 3.974
H -0.429 5.902 1.286
H -0.678 6.587 2.891
H -1.785 5.362 2.276
```

**Electronic energy**: -207820.7760 eV
**Relative energy (zero: lowest compared OMol25 entry of this formula, charge and spin)**: 28.57 kcal per mole
**Spin multiplicity**: 5
**Gap between HOMO and LUMO (alpha / beta)**: 7.739 / 4.932 eV
**HOMO energy (alpha / beta)**: -15.6 / -15.5 eV
**Net charge**: +3

---

Q: The lowest electronic energy belongs to which entry?
A: C38H42Br2N5O3PtS